# 1
{"formula": "C4H9N", "method": "ωB97M-V/def2-TZVPD", "gap_ev": 9.63, "lumo_ha": 0.047, "symbols": ["C", "C", "C", "C", "H", "H", "H", "H", "H", "H", "H", "H", "H", "N"], "positions_angstrom": [[-1.4706, 1.0361, -0.9836], [-0.0268, -0.2079, 0.6628], [1.3361, -0.5219, 1.1223], [0.8366, -1.2537, -0.0666], [-2.3897, 0.6448, -0.5366], [-1.5584, 2.0293, -1.2895], [-1.1943, 0.3001, -1.8309], [0.3899, 1.5424, -0.4450], [-0.8834, -0.6790, 1.1957], [1.3972, -1.0029, 2.1102], [2.0814, 0.3204, 0.9860], [1.1961, -0.9180, -1.0438], [0.6941, -2.3362, 0.0767], [-0.4082, 1.0465, 0.0423]], "forces_ev_per_a": [[1.1516, -3.5035, 0.5155], [-1.7245, -0.9129, -0.9329], [1.2300, 2.0603, 1.1620], [-0.0678, -0.3232, -0.3977], [-0.0261, 0.3125, -0.1123], [-0.4963, 1.4025, -0.8498], [-0.5148, 1.2376, 0.8165], [-0.8188, -1.0664, 1.2754], [0.7431, 0.6545, -0.1436], [0.1916, 0.0633, -0.7005], [-0.7957, -1.2148, 0.1636], [0.0369, -0.3412, 0.3447], [-0.2276, 0.6703, -0.3541], [1.3183, 0.9610, -0.7869]], "mulliken_charge": [-0.841, -0.133, -0.473, -0.515, 0.280, 0.355, 0.261, 0.275, 0.302, 0.218, 0.191, 0.227, 0.247, -0.394]}


# 2
{"formula": "CCl4O2P", "method": "ωB97M-V/def2-TZVPD", "total_charge": -1, "gap_ev": 4.24, "lumo_ha": -0.006, "symbols": ["C", "O", "O", "P", "Cl", "Cl", "Cl", "Cl"], "positions_angstrom": [[-0.7046, -0.5559, -0.4847], [0.1522, -0.8530, 2.0935], [0.0459, 1.5500, 1.0276], [0.3498, 0.0870, 0.9427], [1.2640, 1.7635, -4.3160], [-2.2005, -1.1243, -0.1507], [-0.3584, -0.2157, -2.0298], [2.0538, -0.1750, -0.0509]], "forces_ev_per_a": [[0.0918, 1.1186, -0.0314], [0.2930, 0.6591, -1.6286], [-0.0850, -1.5406, -0.5433], [-0.6525, 0.6116, 2.3069], [-0.2942, -0.3094, 0.2174], [-0.9735, -0.5496, 0.4296], [0.5197, 0.2127, -0.7576], [1.1007, -0.2023, 0.0070]], "mulliken_charge": [0.314, -0.640, -0.583, 0.952, -0.899, -0.018, 0.100, -0.226]}


# 3
{"formula": "C19H15N2O3PtS5", "method": "ωB97M-V/def2-TZVPD", "total_charge": -1, "gap_ev": [6.72, 6.72], "lumo_ha": [0.077, 0.077], "symbols": ["Pt", "C", "O", "C", "C", "C", "C", "C", "C", "N", "N", "C", "O", "C", "C", "C", "C", "C", "C", "C", "O", "H", "H", "H", "H", "H", "H", "H", "H", "H", "H", "H", "H", "C", "S", "C", "C", "S", "S", "C", "S", "S", "H", "H", "H"], "positions_angstrom": [[0.9705, -0.1391, -0.0473], [2.8766, -0.5179, 4.0252], [1.8216, 0.1185, 4.7316], [0.8565, 0.8613, 4.0983], [0.0413, 1.5624, 4.9660], [-1.0062, 2.3501, 4.5016], [-1.1973, 2.4578, 3.1468], [-0.3687, 1.7959, 2.2278], [-0.6535, 2.0619, 0.8343], [0.1203, 1.7997, -0.1547], [-0.1715, 2.2149, -1.4033], [0.3062, 1.4251, -2.3329], [0.8653, 0.2832, -2.1490], [0.1977, 1.9321, -3.7259], [1.1425, 1.5356, -4.6675], [1.0934, 2.0286, -5.9618], [0.0832, 2.9033, -6.3357], [-0.8774, 3.2804, -5.4064], [-0.8194, 2.8028, -4.1073], [0.6659, 0.9267, 2.6874], [1.4316, 0.1987, 1.9135], [3.5419, -0.9001, 4.7997], [3.4217, 0.1815, 3.3909], [2.5211, -1.3421, 3.4098], [0.2422, 1.4658, 6.0254], [-1.6531, 2.8708, 5.1951], [-1.9956, 3.0779, 2.7545], [-1.5850, 2.5828, 0.6161], [1.9186, 0.8440, -4.3668], [1.8437, 1.7310, -6.6838], [0.0437, 3.2897, -7.3467], [-1.6747, 3.9516, -5.7009], [-1.5580, 3.0986, -3.3755], [-3.3577, -4.0971, 0.9968], [-1.8915, -4.4299, 2.0205], [-0.6212, -4.5172, 0.8149], [-0.1184, -3.4841, 0.0934], [-0.7556, -1.8890, 0.0456], [1.2453, -3.9158, -0.9401], [1.3589, -5.5969, -0.5202], [2.4888, -6.6274, -1.1209], [0.1357, -6.0833, 0.5973], [-4.1886, -3.9724, 1.6890], [-3.5463, -4.9372, 0.3319], [-3.1946, -3.1831, 0.4332]], "forces_ev_per_a": [[-0.8979, 1.5719, -0.5863], [0.1325, -0.0660, -0.0416], [-0.1551, -0.0194, -0.0947], [0.2414, 0.0103, -0.0095], [-0.0155, 0.0215, -0.0836], [-0.0036, 0.0115, 0.0638], [-0.0468, 0.0479, -0.1829], [0.1905, -0.4249, 0.4729], [0.0719, 0.4990, -0.4473], [0.5890, -1.1666, 0.8952], [-0.1544, 0.5489, -0.8372], [-0.3812, 0.1855, 0.5006], [0.1955, -0.6763, 0.9845], [-0.0129, -0.1536, -0.2545], [0.0293, -0.0581, 0.0718], [-0.0151, 0.0330, -0.0682], [0.0132, -0.0098, 0.0226], [-0.0021, 0.0238, -0.0605], [0.0054, 0.0246, 0.0624], [-0.4617, 0.3101, 0.0702], [-0.3220, -0.9019, -0.7109], [-0.0190, 0.0263, 0.0129], [-0.0221, 0.0014, 0.0240], [-0.0076, 0.0243, 0.0207], [-0.0019, -0.0437, 0.0023], [0.0162, -0.0023, 0.0080], [-0.0006, 0.0086, 0.0202], [0.0984, 0.1844, -0.0480], [-0.0191, -0.0039, 0.0045], [0.0037, -0.0215, 0.0165], [-0.0099, -0.0131, -0.0033], [-0.0060, 0.0033, 0.0298], [0.0210, 0.0029, 0.0236], [0.3175, -0.1435, 0.0732], [-0.1028, 0.0792, -0.0683], [0.0958, -0.0031, -0.0059], [0.0313, -0.5133, 0.0135], [0.9408, 0.3983, 0.0672], [-0.2070, -0.1305, 0.2406], [-0.2078, 0.1512, 0.1122], [0.1596, -0.0842, -0.1092], [0.0956, 0.1780, -0.1286], [-0.0294, 0.0166, -0.0230], [-0.0608, 0.0256, -0.0224], [-0.0858, 0.0475, -0.0274]], "mulliken_charge": [1.053, -0.674, -0.470, 0.405, -0.586, -0.627, -0.893, 0.731, -0.484, 0.098, -0.888, 0.502, -0.877, 0.518, -0.477, -0.495, -0.358, -0.555, -0.289, 1.091, -0.984, 0.274, 0.269, 0.234, 0.389, 0.367, 0.307, 0.291, 0.399, 0.368, 0.361, 0.359, 0.427, -0.703, -0.051, -0.136, 0.130, -0.396, -0.032, 0.050, -0.302, -0.095, 0.286, 0.262, 0.197]}


# 4
{"formula": "C3H5N3", "method": "ωB97M-V/def2-TZVPD", "gap_ev": 10.15, "lumo_ha": 0.023, "symbols": ["C", "N", "C", "N", "C", "N", "H", "H", "H", "H", "H"], "positions_angstrom": [[1.5399, -0.4640, 0.1244], [0.4375, 0.4181, 0.4442], [-0.8472, 0.4152, -0.0041], [-1.4766, 1.5221, 0.1172], [-1.3948, -0.8375, -0.5343], [-1.8639, -1.7937, -0.9849], [1.1609, -1.4605, -0.1208], [2.1431, -0.1075, -0.7202], [2.1932, -0.5661, 0.9975], [0.5805, 1.3859, 0.7145], [-2.4725, 1.4881, -0.0336]], "forces_ev_per_a": [[0.0396, -0.1387, -0.0640], [-0.1248, 0.1551, -0.0322], [-0.0293, 0.3622, 0.1267], [-0.2402, -0.3130, 0.0346], [-0.4184, -0.6183, -0.2999], [0.4940, 0.9045, 0.4534], [-0.0147, 0.1751, 0.0286], [-0.1428, -0.0239, 0.0957], [-0.1525, 0.0399, -0.1574], [0.7392, -0.2709, 0.1607], [-0.1502, -0.2719, -0.3462]], "mulliken_charge": [-0.736, -0.282, 0.643, -0.683, 0.085, -0.346, 0.304, 0.267, 0.257, 0.260, 0.233]}


# 5
{"formula": "C19H24N4O5S", "method": "ωB97M-V/def2-TZVPD", "gap_ev": 8.28, "lumo_ha": -0.007, "symbols": ["C", "C", "H", "H", "O", "C", "O", "N", "C", "H", "C", "N", "C", "O", "C", "O", "N", "C", "C", "C", "N", "C", "C", "S", "C", "O", "C", "C", "H", "H", "H", "C", "H", "H", "H", "C", "H", "H", "H", "H", "H", "C", "H", "C", "H", "H", "H", "H", "H", "H", "H", "H", "H"], "positions_angstrom": [[-3.6405, 4.1809, -1.0664], [-4.6023, 3.0425, -1.3506], [-4.3802, 2.5588, -2.3079], [-5.6391, 3.3959, -1.3808], [-4.4747, 2.0794, -0.3029], [-5.1286, 0.9185, -0.5042], [-5.7970, 0.6754, -1.4801], [-4.9748, 0.0634, 0.5398], [-4.0666, 0.3023, 1.6431], [-4.6185, 0.6649, 2.5185], [-3.3380, -1.0078, 1.9854], [-3.1019, -1.7383, 0.7622], [-1.9765, -1.7452, 0.0355], [-1.8868, -2.3182, -1.0449], [-0.7292, -1.0357, 0.5555], [-0.6011, -0.3936, 1.5861], [0.2827, -1.1937, -0.3257], [1.5157, -0.6285, -0.1305], [2.6119, -0.7116, -0.9633], [2.6293, -1.4282, -2.1668], [2.6581, -2.0178, -3.1514], [3.7281, 0.0116, -0.4440], [3.4470, 0.6100, 0.7420], [1.8222, 0.3186, 1.2866], [4.4543, 1.4027, 1.5044], [5.6081, 1.6578, 0.7407], [6.1086, 0.5576, -0.0212], [7.3727, 1.0882, -0.6962], [8.1256, 1.3117, 0.0540], [7.1423, 2.0042, -1.2328], [7.7658, 0.3529, -1.3923], [6.4520, -0.6410, 0.8711], [7.0259, -1.3671, 0.3020], [5.5529, -1.1276, 1.2419], [7.0494, -0.3101, 1.7175], [5.0700, 0.1442, -1.0845], [5.3633, -0.7935, -1.5598], [5.0227, 0.9133, -1.8613], [4.0571, 2.3871, 1.7724], [4.7103, 0.8787, 2.4412], [0.0741, -1.7429, -1.1601], [-4.3187, -2.2579, 0.1571], [-4.1319, -2.3566, -0.9145], [-5.4801, -1.2848, 0.4311], [-5.9971, -1.5411, 1.3607], [-6.1950, -1.3089, -0.3920], [-4.5435, -3.2486, 0.5653], [-2.4005, -0.7919, 2.4926], [-3.9567, -1.6381, 2.6306], [-3.3472, 1.0665, 1.3457], [-3.7250, 4.9314, -1.8467], [-2.6188, 3.8115, -1.0377], [-3.8723, 4.6358, -0.1072]], "forces_ev_per_a": [[-0.2254, -0.4128, 0.1018], [-0.0591, 0.2777, -0.4560], [-0.0783, 0.0892, 0.1558], [0.1375, -0.0864, -0.0298], [0.1021, -0.1066, 0.2086], [-0.0877, 0.0713, 0.1072], [-0.1257, 0.0417, -0.3946], [0.1361, -0.0091, 0.0556], [0.1423, 0.1219, 0.2413], [0.1184, 0.0026, 0.0116], [-0.0081, 0.3871, 0.4181], [0.1429, 0.0109, -0.0207], [-0.3872, -0.4414, -0.2679], [0.1189, 0.0973, 0.0667], [0.3267, 0.1832, 0.0565], [-0.3304, -0.2055, -0.1990], [-0.2046, -0.2883, -0.3338], [0.4260, 0.2825, 0.2365], [-0.4259, 0.4502, 1.0157], [-0.0389, -0.2597, -0.4004], [-0.0251, -0.2209, -0.3600], [-0.0357, 0.2464, 0.3519], [-0.2339, -0.2624, -0.3485], [0.8136, 0.0905, -0.3805], [-0.0734, 0.0935, 0.4214], [0.0428, 0.0599, -0.1313], [0.3487, -0.3671, -0.3979], [-0.3959, -0.0322, 0.2570], [0.1216, 0.0086, 0.0736], [-0.0194, 0.0866, -0.1001], [0.0612, -0.0875, -0.0849], [-0.1387, 0.3460, -0.0510], [0.0446, -0.0971, -0.0505], [-0.0640, -0.0961, 0.0700], [0.0826, 0.0153, 0.0795], [0.0795, 0.2426, 0.1962], [0.0569, -0.0016, -0.0221], [0.0671, -0.0488, -0.0414], [0.0331, -0.1243, 0.0411], [0.0044, 0.0963, -0.1117], [0.0162, 0.1168, 0.1790], [-0.1877, -0.1636, -0.3383], [-0.0944, -0.0070, 0.1781], [-0.1064, -0.0534, -0.0958], [-0.0105, -0.0093, -0.0743], [0.0563, -0.0859, 0.1705], [0.0001, 0.0200, -0.0656], [-0.2631, -0.0808, -0.0143], [0.0538, 0.0164, -0.0313], [-0.0463, -0.1248, 0.1167], [0.0037, 0.0911, -0.0687], [0.1197, 0.0147, -0.0164], [0.0088, 0.1123, 0.0765]], "mulliken_charge": [-1.211, -0.238, 0.335, 0.282, -0.326, 0.738, -0.646, 0.143, -0.502, 0.178, -0.874, 0.111, 0.846, -0.762, 0.504, -0.822, 0.003, 0.664, -1.280, -0.083, -0.559, 0.783, 0.849, -0.176, -0.868, -0.454, 1.558, -1.821, 0.416, 0.424, 0.360, -1.719, 0.427, 0.370, 0.399, -0.979, 0.496, 0.405, 0.443, 0.260, 0.323, -0.785, 0.472, -0.891, 0.326, 0.418, 0.270, 0.395, 0.332, 0.459, 0.403, 0.292, 0.313]}


# 6
{"formula": "C17H27FeN4O6", "method": "ωB97M-V/def2-TZVPD", "total_charge": 1, "gap_ev": [8.14, 7.31], "multiplicity": 5, "lumo_ha": [-0.087, -0.117], "symbols": ["Fe", "C", "C", "O", "C", "C", "O", "C", "C", "O", "C", "C", "O", "C", "C", "O", "H", "H", "H", "H", "H", "H", "H", "H", "H", "H", "H", "H", "H", "H", "H", "H", "H", "H", "H", "H", "N", "C", "C", "C", "N", "C", "N", "C", "N", "C", "C", "O", "H", "H", "H", "H", "H", "H", "H"], "positions_angstrom": [[-0.2254, -0.6801, 0.9125], [-2.8439, 0.3000, 1.6838], [-2.4888, -0.2912, 3.0144], [-1.1554, -0.8157, 2.9459], [-0.2873, -0.4321, 4.0178], [0.9605, -1.2346, 3.8455], [1.4362, -0.9725, 2.5276], [2.5530, -1.7545, 2.1280], [2.6980, -1.5023, 0.6645], [1.4509, -1.9575, 0.1041], [1.2414, -1.8309, -1.3010], [-0.1069, 0.0926, -1.9357], [-1.0497, 0.6969, -1.1119], [-2.4460, 0.6191, -1.3714], [-3.0273, -0.5445, -0.5997], [-2.4623, -0.6955, 0.7153], [-2.3136, 1.2337, 1.4917], [-3.9194, 0.4784, 1.6471], [-3.1520, -1.1261, 3.2329], [-2.5811, 0.4631, 3.7957], [-0.7402, -0.6764, 4.9798], [-0.0845, 0.6391, 3.9738], [0.7593, -2.3028, 3.9608], [1.6955, -0.9238, 4.5893], [2.3493, -2.8136, 2.3078], [3.4562, -1.4624, 2.6653], [3.5370, -2.0680, 0.2633], [2.8297, -0.4373, 0.4618], [1.2079, -2.8266, -1.7275], [2.0184, -1.2344, -1.7774], [-0.7556, 1.0951, -3.7190], [0.8302, 0.6004, -1.7088], [-2.6728, 0.4911, -2.4276], [-2.8596, 1.5708, -1.0465], [-2.8254, -1.4876, -1.1031], [-4.1076, -0.4158, -0.5220], [0.3477, 1.2082, 1.3207], [0.4972, 2.2687, 1.7778], [0.6393, 3.4746, 2.4167], [1.2799, 4.5489, 1.7300], [1.8012, 5.3824, 1.1273], [0.1145, 3.5591, 3.7382], [-0.3564, 3.5322, 4.7920], [1.7928, 0.7552, -4.2097], [0.7976, -0.3131, -4.1346], [0.4534, -0.7818, -5.4751], [-0.3901, 0.0984, -3.4179], [-0.0327, -1.2616, -1.4514], [2.6563, 0.3995, -4.7694], [2.1437, 1.0509, -3.2196], [1.4035, 1.6539, -4.7108], [1.3624, -1.0611, -6.0067], [-0.0668, -0.0115, -6.0640], [-0.1871, -1.6624, -5.4091], [-1.1755, -0.6346, -3.6117]], "forces_ev_per_a": [[0.0220, 0.0400, 0.1967], [-0.1745, 0.0268, -0.1352], [-0.0280, -0.1579, 0.2349], [0.0268, 0.1910, -0.1804], [-0.1544, 0.0344, 0.1571], [0.2183, -0.0101, 0.0557], [-0.0706, -0.3322, 0.0334], [-0.0283, 0.0158, 0.2314], [0.1602, -0.1157, -0.2428], [-0.4635, 0.4296, 0.0757], [-0.0720, -0.2045, -0.2572], [-0.3156, 0.0672, 0.1730], [0.1550, 0.5370, -0.0679], [0.1832, -0.1131, 0.1197], [-0.2452, -0.2275, 0.0790], [0.3624, 0.1532, -0.3509], [0.0420, 0.0430, -0.0255], [-0.0480, -0.0122, -0.1174], [-0.0610, -0.0410, 0.0995], [0.0838, 0.0144, 0.0433], [-0.0913, 0.0291, -0.0028], [-0.0325, 0.0269, 0.0217], [-0.0128, -0.0467, -0.0155], [0.1139, -0.0153, -0.0040], [0.0440, -0.0484, 0.0311], [0.0007, 0.0714, 0.0695], [-0.0191, -0.0646, -0.1275], [0.0166, 0.0289, -0.0354], [0.0806, -0.1233, -0.0618], [0.0293, 0.0952, 0.0557], [0.0310, -0.0217, -0.0053], [0.0884, -0.0170, 0.0426], [-0.0167, 0.0626, -0.0730], [-0.0036, 0.0614, 0.0349], [0.0544, -0.0274, 0.0292], [-0.0724, -0.0970, 0.1001], [-0.1585, -0.0912, -0.3554], [0.0153, 0.1146, 0.2569], [0.1158, 0.2137, -0.1138], [-0.1085, -0.0410, 0.0638], [-0.0810, -0.1488, 0.1214], [0.0230, -0.0614, -0.1726], [0.0689, -0.0527, -0.1084], [-0.0451, 0.0123, -0.0692], [0.1720, -0.0057, -0.0670], [0.0119, -0.0155, 0.0084], [-0.0758, -0.0125, -0.0025], [0.3370, -0.1904, 0.2683], [-0.0071, -0.0005, 0.0165], [-0.0241, -0.0072, -0.0270], [-0.0053, -0.0237, -0.0026], [-0.0341, -0.0007, 0.0284], [0.0351, -0.0188, 0.0100], [0.0081, 0.0428, 0.0094], [-0.0509, 0.0342, -0.0464]], "mulliken_charge": [0.992, -0.413, -0.727, -0.319, -0.358, -0.809, -0.135, -0.665, -0.479, -0.505, -0.339, 0.856, -0.379, -0.552, -0.737, -0.481, 0.188, 0.573, 0.319, 0.487, 0.534, 0.081, 0.443, 0.399, 0.397, 0.385, 0.486, 0.300, 0.299, 0.477, 0.419, 0.149, 0.434, 0.347, 0.346, 0.519, -0.120, 0.649, 0.034, -0.167, -0.445, 0.118, -0.504, -1.092, 0.168, -0.988, -1.529, -0.350, 0.395, 0.293, 0.398, 0.341, 0.356, 0.321, 0.591]}


> What is the formula in the fourth record?

C3H5N3